[1]
Here is a cluster of 2 separate species, C4H6OS2 in total in a non-equilibrium geometry from OMol25. Energies are from ωB97M-V/def2-TZVPD.

Last column: Löwdin charge in e.
CARTESIAN COORDINATES (ANGSTROEM)
1 C -0.524 0.915 -1.797  0.148
2 C -0.553 0.300 -0.601  -0.444
3 C 0.879 0.358 1.794  -1.230
4 C -0.905 -1.238 -0.489  -0.012
5 O -0.521 0.997 0.559  -0.140
6 S 0.296 -0.139 3.176  0.656
7 S 2.294 0.553 0.937  0.758
8 H -0.201 1.996 -1.747  0.114
9 H -0.805 0.444 -2.643  0.037
10 H -1.203 -1.546 -1.461  0.051
11 H -0.107 -1.882 -0.076  0.083
12 H -1.702 -1.302 0.292  0.095
13 H 3.054 0.543 2.056  -0.115

Computed properties:
Total energy ... -27957.3930 eV
2S+1 ... 3
<S²> ... 2.03
Maximum force ... 0.10065 hartree/bohr
Relative energy (zero: lowest compared OMol25 entry of this formula, charge and spin) ... 236.8 kJ/mol



[2]
Here is a cluster of 6 separate species, C34H29F8O2S in total in a non-equilibrium geometry from OMol25. Energies are from ωB97M-V/def2-TZVPD.

Last column: Löwdin charge in e.
CARTESIAN COORDINATES (ANGSTROEM)
1 C 0.163 1.461 -1.830  -0.087
2 C 1.423 0.917 -1.699  -0.295
3 C 2.543 1.296 -2.524  -0.326
4 S 2.277 1.104 -4.179  0.646
5 O 1.154 1.822 -4.731  -0.336
6 O 2.389 -0.266 -4.648  -0.346
7 C 3.783 1.919 -4.964  -0.674
8 F 4.321 2.895 -4.219  0.077
9 F 3.468 2.433 -6.145  0.124
10 F 4.757 1.014 -5.130  0.102
11 H 0.085 2.540 -1.900  0.031
12 H -0.725 0.852 -1.941  0.015
13 H 1.652 0.186 -0.911  0.075
14 H 3.404 0.651 -2.328  0.049
15 F -1.121 0.463 0.548  0.057
16 C -0.517 0.177 1.705  -0.287
17 C 0.083 -1.059 1.855  -0.013
18 C 0.715 -1.352 3.054  -0.086
19 C 0.736 -0.422 4.087  -0.105
20 C 0.123 0.811 3.914  -0.089
21 C -0.505 1.120 2.715  -0.010
22 H 0.053 -1.768 1.038  0.118
23 H 1.196 -2.313 3.182  0.099
24 H 1.227 -0.662 5.015  0.070
25 H 0.133 1.538 4.714  0.092
26 H -0.979 2.078 2.555  0.116
27 F 5.725 1.236 -1.406  0.071
28 C 6.909 1.522 -1.962  -0.275
29 C 6.983 2.476 -2.960  -0.001
30 C 8.230 2.757 -3.505  -0.082
31 C 9.367 2.088 -3.070  -0.113
32 C 9.262 1.131 -2.072  -0.102
33 C 8.028 0.847 -1.508  -0.022
34 H 6.102 2.989 -3.311  0.100
35 H 8.310 3.506 -4.281  0.102
36 H 10.330 2.314 -3.508  0.093
37 H 10.143 0.604 -1.729  0.097
38 H 7.922 0.110 -0.722  0.113
39 F -1.848 -1.749 -1.739  0.074
40 C -3.132 -1.955 -1.424  -0.285
41 C -3.617 -3.250 -1.417  -0.019
42 C -4.947 -3.466 -1.087  -0.094
43 C -5.771 -2.394 -0.776  -0.117
44 C -5.265 -1.101 -0.792  -0.081
45 C -3.935 -0.873 -1.114  -0.004
46 H -2.956 -4.068 -1.670  0.115
47 H -5.339 -4.475 -1.073  0.099
48 H -6.809 -2.566 -0.520  0.087
49 H -5.909 -0.264 -0.555  0.101
50 H -3.518 0.125 -1.124  0.119
51 F -8.415 0.001 -2.085  0.055
52 C -8.778 -0.685 -3.188  -0.282
53 C -8.752 -2.064 -3.154  -0.015
54 C -9.132 -2.767 -4.287  -0.082
55 C -9.520 -2.087 -5.434  -0.101
56 C -9.532 -0.699 -5.445  -0.086
57 C -9.163 0.014 -4.313  -0.016
58 H -8.439 -2.573 -2.254  0.101
59 H -9.121 -3.849 -4.275  0.104
60 H -9.810 -2.639 -6.318  0.098
61 H -9.829 -0.167 -6.339  0.103
62 H -9.171 1.095 -4.298  0.117
63 F 1.574 0.856 6.634  0.052
64 C 2.187 0.571 7.798  -0.276
65 C 2.792 -0.660 7.950  -0.012
66 C 3.425 -0.947 9.150  -0.085
67 C 3.438 -0.013 10.177  -0.102
68 C 2.818 1.217 10.001  -0.087
69 C 2.189 1.519 8.802  -0.015
70 H 2.766 -1.376 7.139  0.116
71 H 3.910 -1.905 9.283  0.104
72 H 3.930 -0.243 11.112  0.098
73 H 2.824 1.947 10.800  0.102
74 H 1.707 2.474 8.639  0.118

Computed properties:
Total energy ... -72396.1103 eV
Maximum force ... 0.02607 hartree/bohr
Net charge ... -1



[3]
Here is a structure of composition C17H20MoN6O5 in a non-equilibrium geometry from OMol25. Energies are from ωB97M-V/def2-TZVPD.

Last column: Löwdin charge in e.
CARTESIAN COORDINATES (ANGSTROEM)
1 Mo -1.526 -1.195 0.674  1.909
2 O -2.039 -1.621 2.868  -0.142
3 C -3.389 -2.119 3.073  -0.135
4 C -3.747 -2.926 1.853  -0.124
5 N -3.637 -2.115 0.602  -0.246
6 C -4.618 -1.011 0.532  -0.042
7 C -4.050 0.263 1.126  -0.478
8 O -4.604 1.181 1.599  0.230
9 O -2.637 0.234 1.041  -0.250
10 C -3.714 -3.017 -0.583  -0.036
11 C -2.367 -3.023 -1.276  -0.461
12 O -2.107 -3.107 -2.416  0.227
13 O -1.356 -2.769 -0.300  -0.237
14 H -1.693 -1.250 3.691  0.141
15 H -4.068 -1.282 3.253  0.140
16 H -3.411 -2.772 3.945  0.154
17 H -4.754 -3.340 1.938  0.159
18 H -3.042 -3.753 1.758  0.143
19 H -5.559 -1.257 1.027  0.163
20 H -4.839 -0.789 -0.514  0.156
21 H -4.468 -2.688 -1.295  0.152
22 H -3.961 -4.036 -0.279  0.156
23 C 0.742 -0.392 -1.831  0.030
24 C 1.214 -0.378 -0.426  -0.290
25 N 0.419 -0.499 0.662  -0.110
26 C 1.244 -0.398 1.785  -0.081
27 C 2.507 -0.208 1.362  0.001
28 N 2.469 -0.204 -0.022  0.035
29 C 3.651 -0.002 -0.904  -0.037
30 N 3.566 1.197 -1.644  -0.067
31 N 3.201 1.125 -2.966  0.051
32 N 3.141 2.291 -3.445  0.099
33 C 3.465 3.207 -2.458  -0.214
34 C 3.545 4.600 -2.513  0.011
35 C 3.901 5.244 -1.351  -0.056
36 C 4.175 4.530 -0.167  -0.058
37 C 4.101 3.156 -0.101  -0.015
38 C 3.739 2.510 -1.284  -0.167
39 H -0.163 -0.993 -1.933  0.061
40 H 1.495 -0.799 -2.504  0.095
41 H 0.534 0.626 -2.169  0.112
42 H 0.865 -0.442 2.791  0.115
43 H 3.428 -0.080 1.904  0.144
44 H 3.697 -0.829 -1.609  0.150
45 H 4.523 -0.028 -0.252  0.152
46 H 3.343 5.131 -3.432  0.125
47 H 3.984 6.322 -1.339  0.115
48 H 4.462 5.084 0.717  0.115
49 H 4.337 2.627 0.813  0.104

Computed properties:
Total energy ... -38971.4700 eV
2S+1 ... 3
<S²> ... 2.01
Maximum force ... 0.03024 hartree/bohr
Relative energy (zero: lowest compared OMol25 entry of this formula, charge and spin) ... 0.0 kJ/mol
Net charge ... +2



[4]
Here is the ion C3H8N3O2 with charge +1 in a non-equilibrium geometry from OMol25. Energies are from ωB97M-V/def2-TZVPD.

Last column: Löwdin charge in e.
CARTESIAN COORDINATES (ANGSTROEM)
1 C -0.614 0.481 0.013  -0.256
2 C -0.197 -0.803 0.884  -0.402
3 C 1.716 -2.260 1.072  -0.016
4 N 0.027 0.732 -1.140  0.041
5 N -1.522 1.155 0.687  0.190
6 N -0.333 1.771 -2.082  0.095
7 O -1.013 -1.244 1.659  0.153
8 O 1.038 -1.130 0.553  0.005
9 H 1.036 -3.169 1.180  0.133
10 H 2.149 -2.154 2.065  0.106
11 H 2.485 -2.595 0.499  0.060
12 H -1.885 0.902 1.584  0.128
13 H -1.733 2.091 0.219  0.158
14 H 0.291 1.647 -2.995  0.227
15 H -0.129 2.782 -1.741  0.199
16 H -1.317 1.794 -2.458  0.179

Computed properties:
Total energy ... -11797.1125 eV
Structure (SMILES) ... COC(=O)/C(N)=N/[NH3+]
Maximum force ... 0.09104 hartree/bohr
Relative energy (zero: lowest compared OMol25 entry of this formula, charge and spin) ... 230.7 kJ/mol
Net charge ... +1



[5]
Here is a structure of composition C17H21GeI2N2OPt from OMol25. Energies are from ωB97M-V/def2-TZVPD.

Last column: Löwdin charge in e.
CARTESIAN COORDINATES (ANGSTROEM)
1 Pt -0.008 0.805 -0.049  1.230
2 I -0.515 -6.247 1.995  0.909
3 C 0.086 -4.306 1.585  -0.751
4 C 1.089 -4.075 0.647  -0.217
5 C 1.491 -2.778 0.373  -0.649
6 I 2.913 -2.412 -1.091  0.951
7 C 0.928 -1.688 1.058  -0.471
8 O 1.375 -0.462 0.868  -0.285
9 C -0.128 -1.942 1.956  -0.187
10 C -0.807 -0.748 2.551  -0.121
11 N -1.459 0.016 1.438  -0.177
12 C -2.500 -0.781 0.745  -0.116
13 C -2.015 -1.273 -0.587  -0.252
14 C -2.422 -2.482 -1.120  0.016
15 C -2.010 -2.830 -2.395  -0.010
16 C -1.205 -1.956 -3.108  -0.022
17 C -0.815 -0.776 -2.510  -0.098
18 N -1.209 -0.444 -1.273  -0.034
19 C -0.529 -3.236 2.229  -0.116
20 H 1.547 -4.905 0.125  0.086
21 H -1.565 -1.046 3.277  0.131
22 H -0.093 -0.084 3.036  0.130
23 H -1.907 0.839 1.825  0.120
24 H -2.815 -1.624 1.358  0.130
25 H -3.372 -0.144 0.585  0.143
26 H -3.046 -3.143 -0.534  0.133
27 H -2.311 -3.775 -2.828  0.127
28 H -0.864 -2.187 -4.106  0.123
29 H -0.166 -0.077 -3.015  0.111
30 H -1.328 -3.416 2.940  0.106
31 C 2.693 3.322 1.062  -0.211
32 Ge 1.502 3.638 -0.436  0.745
33 C 2.327 4.614 -1.890  -0.212
34 C -0.184 4.422 0.138  -0.226
35 C 1.075 1.781 -1.133  -0.287
36 H 2.964 4.291 1.482  0.032
37 H 3.601 2.802 0.759  0.034
38 H 2.196 2.726 1.828  0.021
39 H 2.608 5.612 -1.549  0.033
40 H 1.636 4.719 -2.726  0.028
41 H 3.227 4.105 -2.235  0.030
42 H -0.005 5.380 0.627  0.032
43 H -0.684 3.767 0.854  0.004
44 H -0.851 4.584 -0.708  0.027
45 H 1.557 1.413 -2.047  0.007

Computed properties:
Total energy ... -98952.9965 eV
Maximum force ... 0.01619 hartree/bohr
Relative energy (zero: lowest compared OMol25 entry of this formula, charge and spin) ... 0.0 kJ/mol
Net charge ... +1



[6]
Here is a cluster of 2 separate species, C17H20BN in total in a non-equilibrium geometry from OMol25. Energies are from ωB97M-V/def2-TZVPD.

Last column: Löwdin charge in e.
CARTESIAN COORDINATES (ANGSTROEM)
1 C -1.095 -3.042 -6.076  -0.023
2 N -1.674 -3.355 -4.777  -0.116
3 C -0.989 -4.092 -3.850  -0.026
4 C -1.733 -4.227 -2.665  -0.145
5 C -1.237 -4.794 -1.352  -0.089
6 C -1.966 -4.977 -0.005  -0.221
7 C -2.439 -3.865 0.681  -0.075
8 C -2.890 -3.889 2.013  -0.039
9 C -2.914 -5.086 2.741  -0.289
10 C -3.469 -5.099 4.138  -0.063
11 C -2.393 -6.222 2.096  -0.040
12 C -1.926 -6.170 0.757  -0.030
13 C -2.988 -3.615 -2.940  -0.147
14 C -4.057 -3.365 -2.110  -0.039
15 C -5.034 -2.460 -2.510  -0.097
16 C -4.961 -1.816 -3.756  -0.090
17 C -3.854 -2.044 -4.618  -0.017
18 C -2.913 -2.993 -4.227  -0.156
19 H -1.724 -2.328 -6.612  0.082
20 H -0.083 -2.630 -5.954  0.090
21 H -0.999 -3.961 -6.672  0.091
22 H 0.035 -4.345 -4.088  0.126
23 H -0.858 -5.808 -1.586  0.115
24 H -2.359 -2.916 0.124  0.124
25 H -3.195 -2.944 2.466  0.113
26 H -3.407 -6.096 4.585  0.073
27 H -2.958 -4.336 4.752  0.086
28 H -4.537 -4.841 4.173  0.082
29 H -2.392 -7.169 2.640  0.105
30 H -1.504 -7.072 0.304  0.105
31 H -4.050 -3.868 -1.136  0.101
32 H -5.847 -2.222 -1.814  0.102
33 H -5.767 -1.152 -4.044  0.092
34 H -3.744 -1.515 -5.559  0.095
35 H -0.349 -4.186 -1.149  0.122
36 B 4.623 -4.703 -1.011  0.119
37 H 4.773 -5.107 -2.148  -0.040
38 H 4.500 -3.510 -0.821  -0.040
39 H 4.529 -5.472 -0.076  -0.039

Computed properties:
Total energy ... -20117.8613 eV
Structure (SMILES) ... Cc1ccc(Cc2cn(C)c3ccccc23)cc1.B
Maximum force ... 0.03572 hartree/bohr
Relative energy (zero: lowest compared OMol25 entry of this formula, charge and spin) ... 27.5 kJ/mol



[7]
Here is a cluster of 2 separate species, C4H12 in total in a non-equilibrium geometry from OMol25. Energies are from ωB97M-V/def2-TZVPD.

Last column: Löwdin charge in e.
CARTESIAN COORDINATES (ANGSTROEM)
1 C 1.275 -1.974 0.018  -0.156
2 C 0.504 -1.511 1.250  -0.160
3 H 1.903 -2.819 0.192  0.050
4 H 0.496 -2.133 -0.851  0.104
5 H 1.876 -1.331 -0.499  0.013
6 H 1.095 -1.167 2.113  0.064
7 H 0.006 -0.590 1.149  0.010
8 H 0.099 -2.355 1.809  0.069
9 C -1.117 1.717 0.031  -0.218
10 C -0.688 1.661 -1.442  -0.166
11 H -1.665 0.970 0.559  0.028
12 H -0.193 1.731 0.762  0.093
13 H -1.818 2.547 0.209  0.058
14 H -1.515 2.259 -1.980  0.083
15 H -0.583 0.692 -1.820  0.018
16 H 0.325 2.303 -1.500  0.110

Computed properties:
Total energy ... -4340.8804 eV
Structure (SMILES) ... CC.CC
Maximum force ... 0.07792 hartree/bohr
Relative energy (zero: lowest compared OMol25 entry of this formula, charge and spin) ... 159.0 kJ/mol